101
Properties=species:S:1:pos:R:3:forces:R:3 method="wB97M-V/def2-TZVPD" multiplicity=1 homo_energy_ha=-0.502 e_lumo_ev=-6.2383 mol_weight_da=924.90 total_charge=+2 homo_lumo_gap_ev=7.42
Ta -0.5502 -0.4995 -0.0103 -0.154 -0.210 -0.575
As 0.8479 1.8121 2.4964 -0.017 -0.184 0.183
Si 2.9792 0.2674 -1.2552 0.091 0.114 0.003
Si 0.6746 1.9900 -2.3595 -0.204 0.261 -0.105
O -4.5528 0.5018 -0.9610 -0.050 -0.098 0.039
O 0.1399 0.7549 1.3036 0.219 -0.077 0.111
O -0.5626 -4.5910 1.1919 0.051 -0.088 0.019
N -2.3566 0.5294 -0.1836 -0.124 0.222 -0.075
N -2.2831 -1.9825 -0.2125 -0.231 0.386 0.127
N -0.5320 -1.3071 -2.0817 -0.079 -0.089 -0.051
N -0.0379 -2.3658 0.7674 0.188 0.114 0.334
C -0.1317 -1.8182 3.5843 0.117 0.055 0.025
C -3.5350 -0.0684 -0.6826 0.158 -0.201 -0.030
C -2.1227 -3.2671 0.0450 -0.077 -0.106 -0.033
C 2.1334 0.8288 3.5096 -0.012 0.106 -0.032
C -4.4869 -2.4087 -0.9850 0.012 0.065 -0.005
C -3.4465 -1.5528 -0.6834 0.055 0.145 -0.014
C 3.2039 -3.8362 1.8674 0.035 0.047 -0.048
C 1.1267 -2.3180 2.9215 -0.032 -0.129 0.030
C 1.1666 -1.0980 -3.7302 0.052 -0.081 0.040
C -2.8727 0.4015 2.5878 -0.013 -0.048 -0.036
C 0.5191 -2.0245 -4.5161 -0.061 0.005 0.062
C -3.1563 2.9071 -0.2612 -0.050 0.072 -0.043
C -0.4515 1.6413 -3.8199 -0.066 0.012 0.074
C 2.0345 -4.1312 -0.3196 -0.006 0.116 -0.022
C -3.5873 4.0270 0.4488 -0.051 -0.012 0.032
C -0.8357 -3.5256 0.7128 0.111 0.158 0.005
C 2.2387 -2.6289 3.6975 -0.084 -0.082 -0.023
C 1.0453 0.2677 -1.4959 0.038 -0.128 0.152
C -3.0190 1.6978 1.8394 0.033 0.030 0.012
C 3.7723 -1.1877 -0.4192 -0.104 -0.040 0.070
C 3.9248 0.3281 -2.8800 -0.033 -0.040 -0.077
C 3.2872 -3.3608 3.1643 0.019 -0.023 0.029
C 3.5321 1.6788 -0.1493 0.008 -0.054 -0.072
C 1.1414 -2.6680 1.5674 0.062 0.034 -0.096
C -2.7569 1.7855 0.4647 -0.071 -0.192 0.172
C -4.3026 -3.7668 -0.7533 0.011 -0.041 0.005
C -3.3161 2.9111 -1.7513 0.076 0.168 -0.085
C -0.1010 3.3049 -1.2518 0.154 -0.128 0.094
C 0.6156 -0.7459 -2.4954 0.056 0.080 -0.085
C 2.1455 2.8935 -3.1034 0.060 -0.050 -0.144
C 2.1271 -3.5154 1.0490 0.083 0.235 -0.029
C 1.7328 3.3674 1.8084 -0.269 0.113 -0.005
C -3.7530 3.9936 1.8210 0.006 -0.013 -0.027
C -3.5115 2.8126 2.5061 -0.061 0.034 -0.087
C -1.1807 -2.1998 -2.8618 -0.012 -0.078 -0.010
C -0.6846 -2.5837 -4.0777 0.040 -0.002 -0.035
C -3.1049 -4.2065 -0.2029 0.003 -0.010 -0.026
C -0.5126 2.4499 3.6630 0.146 -0.028 0.065
H 3.5817 -2.1419 -0.9023 -0.047 -0.070 0.022
H -0.9993 -2.3932 3.2560 0.002 -0.004 0.002
H 1.6593 0.0349 4.0735 -0.047 -0.041 -0.008
H -0.0593 -1.9384 4.6650 0.025 0.029 -0.007
H 3.0268 -4.3346 -0.7180 0.010 -0.002 -0.009
H -5.0962 -4.4698 -0.9678 0.003 -0.002 -0.007
H 2.7865 3.2957 2.0630 -0.010 0.033 0.025
H -3.5275 -0.3728 2.1789 -0.022 0.020 -0.004
H -1.2747 2.9808 3.0968 0.117 0.002 0.009
H 1.6155 3.4576 0.7376 -0.046 0.006 -0.098
H 4.1372 -3.6195 3.7815 0.004 0.009 0.000
H 0.9269 -2.3008 -5.4796 0.005 0.000 -0.001
H 1.2741 4.2216 2.3052 -0.006 0.017 -0.021
H 3.4367 2.6940 -0.5317 -0.086 -0.049 0.096
H 4.9373 0.6591 -2.6317 -0.003 0.041 0.029
H -0.3523 -0.7706 3.3816 0.048 0.034 0.016
H 1.8045 3.9203 -3.2609 -0.054 0.013 0.014
H -1.3272 1.0363 -3.5796 -0.055 -0.008 0.014
H 4.0316 -0.6810 -3.2828 0.029 -0.019 0.016
H 2.5758 1.5521 4.1980 0.017 0.012 -0.030
H -3.1166 3.8975 -2.1696 0.047 0.006 0.007
H -0.9543 3.7173 -1.7832 -0.055 0.037 -0.054
H 4.5933 1.4997 0.0407 0.034 0.033 -0.024
H -3.1457 0.5304 3.6343 -0.018 -0.009 0.016
H 0.0835 1.1320 -4.6221 0.013 0.056 -0.002
H -0.8059 2.5928 -4.2232 -0.016 0.013 0.022
H -4.3505 2.6584 -1.9878 0.066 0.030 0.010
H 1.5013 -3.4948 -1.0296 0.006 0.012 -0.006
H 0.0058 3.1385 4.3333 -0.035 -0.016 0.055
H 2.9035 0.4218 2.8597 0.008 -0.046 -0.048
H -2.9179 -5.2412 0.0491 -0.013 -0.001 0.001
H 0.5958 4.1368 -1.1359 0.095 -0.037 0.107
H 2.4198 2.5066 -4.0860 -0.049 0.052 0.042
H -3.7280 2.7448 3.5654 -0.018 -0.003 0.012
H -0.4651 3.0014 -0.2729 -0.009 -0.048 0.034
H -2.6819 2.1819 -2.2407 0.099 -0.096 -0.097
H 3.5389 -1.2607 0.6401 -0.047 -0.124 0.108
H -3.8667 4.9155 -0.1040 0.003 -0.007 -0.005
H 3.0377 1.6058 0.8170 0.071 -0.065 -0.028
H -1.2281 -3.2980 -4.6783 0.005 0.006 -0.012
H 2.0675 -0.6173 -4.0740 0.006 -0.038 0.004
H -4.1317 4.8615 2.3443 0.013 0.003 0.005
H -1.8556 0.0070 2.5615 -0.136 0.017 -0.027
H -5.4126 -1.9967 -1.3626 -0.007 -0.013 0.005
H -0.9580 1.6392 4.2353 0.019 -0.002 -0.030
H -2.1166 -2.6041 -2.5069 0.029 0.014 0.024
H 3.0493 2.9413 -2.4980 -0.078 0.048 -0.087
H 4.8466 -0.9972 -0.5025 0.007 -0.009 0.000
H 3.9857 -4.4757 1.4773 0.004 -0.003 0.001
H 3.5563 0.9816 -3.6665 0.084 -0.144 0.079
H 1.5051 -5.0820 -0.2597 -0.039 -0.023 0.011
H 2.2436 -2.3678 4.7495 0.004 -0.006 0.005

***

108
Properties=species:S:1:pos:R:3:forces:R:3 method="wB97M-V/def2-TZVPD" multiplicity=1 homo_energy_ha="-0.490 / -0.494" e_lumo_ev="-6.8879 / -7.2106" mol_weight_da=1131.69 total_charge=+2 homo_lumo_gap_ev="6.45 / 6.22"
Ir -0.3749 0.1727 -0.2431 -2.659 1.837 0.430
I -1.7317 1.7604 1.6316 0.801 0.901 -1.230
P -0.3949 -3.3554 -0.2165 0.441 -0.824 -0.749
P -2.5946 1.0583 -1.4465 0.703 -1.143 0.172
P -0.6674 -2.1428 2.5011 -0.593 -1.163 0.805
F 1.8741 -0.9246 -0.3259 -0.308 -0.277 -0.416
F 1.5723 0.6991 1.1770 -0.523 0.358 0.178
F 3.6733 -0.0791 0.7664 0.939 0.226 -0.044
F 2.1665 -1.3861 1.8696 -0.051 -0.653 0.706
O 0.6406 -4.2365 -1.0179 -0.781 0.129 0.498
O -0.6524 -2.0116 -0.8095 0.471 0.879 -0.047
O -1.7323 -4.1542 -0.3521 0.089 0.458 0.090
O -2.0516 -2.8689 2.8196 1.190 0.141 -0.354
O 0.0624 -1.8047 3.8368 -0.274 0.112 -0.957
O -0.8950 -0.8715 1.7542 0.205 0.909 -1.416
N 0.7000 1.4139 -1.5952 0.186 -1.403 0.744
N 2.8266 1.4135 -2.8031 0.349 0.148 -0.194
C -4.2330 5.3474 -1.8003 -0.043 -0.241 -0.138
C 3.8164 0.3781 -2.5695 0.570 -0.562 0.242
C -2.3083 1.0260 -3.2480 0.432 -0.167 0.258
C -4.7126 4.2982 -2.5360 -0.091 0.347 0.135
C -6.2313 -0.4879 -0.3941 -0.053 0.014 0.045
C 2.3436 -3.7713 -2.6397 -0.266 0.052 0.344
C 2.0580 -3.9779 -1.1601 0.977 -0.030 -0.172
C -1.7848 -6.2854 -1.4853 0.163 0.256 0.211
C -4.0019 -1.5940 2.1494 0.273 -0.299 0.107
C -1.4419 2.0064 -3.7398 -0.057 -0.100 0.145
C -2.8254 6.2388 -0.0246 0.377 -0.092 0.381
C -2.9192 -1.1460 4.3616 0.148 -0.275 0.000
C -1.5941 4.7650 1.4015 -0.074 -0.832 0.039
C -4.8437 -2.2852 -1.1868 -0.092 -0.017 -0.028
C 3.1533 2.4385 -3.7734 0.182 0.428 -0.560
C 2.8432 -5.1546 -0.5930 -0.369 0.298 -0.078
C -6.0644 -1.8281 -0.7064 0.096 0.026 -0.092
C -3.3107 5.1342 -0.7571 0.115 -0.231 0.101
C -3.7976 -1.4011 -1.3731 -0.010 -0.013 0.044
C -3.2278 -2.1973 3.3110 -0.947 0.287 0.256
C -4.2116 3.0185 -2.3058 0.270 -0.343 0.255
C 2.0338 -3.0341 4.5819 -0.263 0.365 -0.069
C -2.8784 3.8052 -0.4378 -0.032 0.040 -0.044
C -2.6448 0.2142 -5.4809 0.028 0.062 -0.096
C 0.5893 -2.6686 4.8773 0.376 -0.505 0.749
C -3.0299 -5.8746 0.6923 0.358 0.186 -0.103
C -0.2741 -3.8966 5.1126 -0.067 0.380 -0.015
C -1.7894 -5.5846 -0.1375 -0.302 -0.845 0.022
C -3.9813 -0.0462 -1.0974 0.392 -0.018 0.201
C -2.0704 3.6675 0.7191 0.214 0.073 0.434
C 1.7274 1.4102 -2.1521 -1.633 0.083 0.538
C -1.1729 2.0750 -5.0915 0.051 0.057 -0.090
C 0.1329 -3.4526 1.5336 -0.411 0.826 -0.291
C -5.1921 0.4087 -0.5740 0.194 -0.030 -0.140
C -1.7704 1.1756 -5.9651 -0.062 -0.133 0.084
C -3.2898 2.7592 -1.3028 0.251 -0.143 0.060
C -1.9457 6.0611 1.0108 -0.346 0.301 -0.386
C -2.9066 0.1241 -4.1235 -0.005 0.071 0.282
B 2.3876 -0.4256 0.9301 0.003 0.221 -0.364
H -0.8946 -5.8887 0.4152 -0.017 0.022 0.027
H 2.5839 -2.1485 4.2798 0.126 0.030 -0.011
H -2.3264 -0.3432 3.9237 -0.014 0.111 0.102
H -4.9151 -1.1359 2.5176 -0.117 0.037 0.038
H -4.5577 6.3583 -2.0006 -0.029 0.063 -0.026
H -1.5532 1.2184 -7.0212 -0.019 0.062 -0.098
H -0.8857 -6.0168 -2.0333 0.052 -0.076 -0.079
H -5.4487 4.4549 -3.3097 -0.023 0.000 -0.058
H 2.1207 -4.6804 -3.1931 -0.009 -0.071 -0.076
H -3.0259 -5.2709 1.5972 -0.011 0.006 0.121
H -1.3042 -3.6117 5.3064 -0.108 -0.092 0.056
H -3.1390 -0.4618 -6.1618 0.012 -0.086 -0.058
H -0.9731 4.6171 2.2705 0.099 0.047 0.114
H 2.3981 3.2199 -3.7862 -0.025 -0.022 0.052
H -7.1775 -0.1359 -0.0127 -0.080 0.027 0.057
H -4.2584 -2.3604 1.4227 -0.008 -0.008 -0.031
H 3.4517 -0.3329 -1.8320 0.000 0.067 -0.072
H -4.5502 2.2104 -2.9395 0.034 0.007 -0.099
H -0.9907 2.7097 -3.0500 -0.001 0.071 -0.099
H -2.8357 -1.7627 -1.7097 0.041 -0.040 -0.046
H 2.3146 -3.0691 -0.6112 -0.123 -0.054 -0.010
H 2.0949 -3.7735 3.7880 0.046 -0.137 -0.115
H -1.5567 6.9071 1.5549 0.031 0.052 0.062
H -5.3251 1.4506 -0.3242 -0.040 0.071 0.001
H 2.5914 -6.0722 -1.1195 -0.024 -0.081 -0.043
H -3.9276 -5.6439 0.1257 -0.118 0.013 -0.092
H -3.3944 -0.8348 1.6586 -0.081 0.021 -0.045
H -2.3721 -1.5661 5.2012 0.068 0.022 0.080
H -3.8140 -3.0109 3.7581 0.147 0.191 -0.060
H -1.8032 -7.3611 -1.3381 -0.013 -0.121 -0.002
H 1.7276 -2.9623 -3.0281 0.014 0.074 -0.077
H -3.1574 7.2282 -0.3043 -0.016 0.065 0.008
H 3.2329 1.9987 -4.7698 -0.076 -0.020 0.052
H -0.2524 -4.5624 4.2524 0.009 -0.128 -0.050
H -3.0471 -6.9261 0.9649 -0.044 -0.090 0.022
H 4.0335 -0.1376 -3.5070 -0.078 0.049 0.016
H -0.1857 -4.4195 1.9201 -0.023 -0.042 0.003
H -2.6485 -5.9950 -2.0754 -0.179 0.033 -0.032
H 0.1014 -4.4414 5.9753 0.064 -0.012 0.028
H -0.5066 2.8346 -5.4755 0.029 0.048 0.001
H -4.7017 -3.3316 -1.4101 0.006 -0.100 -0.018
H 4.1200 2.8781 -3.5244 -0.077 0.022 0.092
H -6.8844 -2.5152 -0.5647 -0.069 -0.082 0.000
H -3.5921 -0.6246 -3.7560 -0.044 -0.048 -0.011
H 1.2116 -3.3574 1.6159 0.111 0.091 -0.098
H 2.4923 -3.4497 5.4754 0.002 -0.057 0.063
H 3.3935 -3.5267 -2.7747 0.097 0.031 -0.046
H 3.9052 -4.9600 -0.7181 0.089 -0.016 0.015
H 0.5566 -2.0162 5.7565 -0.025 -0.136 -0.149
H -3.8501 -0.7368 4.7429 -0.091 0.069 -0.014
H 4.7339 0.8270 -2.1886 -0.025 0.027 -0.003
H 2.6417 -5.2880 0.4672 0.000 -0.046 0.122

***

Values for ΔE to the lowest compared entry with this formula, charge and spin, kcal per mole, ordered as above
0.0 87.2
Values for total energy, hartree, ordered as above
-4795.44645 -3890.44542